Record 1
Molecular formula: C29H38AsN4NaO4S4
Method: DFT, wB97M-V/def2-TZVPD

Structure (XYZ):
```
81
Properties=species:S:1:pos:R:3:forces:R:3
C 1.330 4.459 -0.050 0.007 0.015 -0.002
H -3.834 -2.487 0.843 -0.036 -0.005 -0.019
H -1.379 6.330 -0.855 0.013 0.013 0.003
H 0.771 -0.164 -3.102 -0.007 -0.019 -0.001
H 2.265 0.739 4.640 0.014 -0.017 -0.015
C 0.349 1.761 -3.979 0.025 -0.015 -0.014
H 0.676 1.480 -4.971 -0.003 0.000 -0.003
H 4.431 -2.490 0.227 0.001 0.003 -0.004
C 3.358 -2.433 0.416 -0.011 -0.006 0.003
H 1.396 -3.159 -3.651 0.003 -0.006 -0.002
H 1.670 4.115 -1.016 -0.006 -0.003 0.003
S -1.056 -2.961 1.694 0.010 -0.038 -0.042
C 0.037 -4.758 -3.981 -0.003 0.020 0.000
O -0.863 -7.081 -5.064 -0.023 0.020 -0.017
H -2.570 -0.712 1.777 -0.005 0.028 -0.035
H -1.048 3.115 1.465 -0.020 -0.053 0.025
C 0.809 1.513 3.262 0.002 0.002 0.043
H 0.605 2.440 3.802 0.004 0.003 -0.017
Na -0.195 -0.935 0.073 -0.180 0.444 0.529
H 3.867 0.150 2.206 -0.014 -0.002 0.019
C 0.550 5.337 2.325 0.031 0.038 0.000
C -0.823 5.411 -0.997 -0.015 -0.017 -0.017
H -4.538 -1.421 -0.438 -0.012 0.025 0.020
H -1.625 3.071 3.126 0.003 -0.014 -0.001
H -0.850 -3.999 3.850 0.000 0.000 -0.009
H -0.193 3.774 -4.507 0.005 0.002 -0.004
C -2.569 -3.015 -1.210 0.008 0.022 0.142
H 4.579 -0.596 -1.634 -0.008 0.002 0.006
H 5.023 0.069 0.863 -0.001 -0.002 -0.002
C 1.300 0.441 4.228 -0.034 0.008 0.011
C -0.458 2.343 -1.469 0.064 0.017 0.032
H 1.565 1.724 2.504 -0.019 -0.025 0.001
C 3.514 -0.363 -1.662 0.002 0.008 0.022
H -1.769 5.096 -2.807 0.010 0.008 -0.012
C 0.403 0.841 -2.943 0.048 0.033 -0.011
C -3.430 -0.443 1.160 -0.008 -0.058 0.047
C -1.206 -5.351 -3.605 -0.032 0.021 -0.002
H 0.314 -2.401 5.146 -0.003 0.003 0.009
H -0.802 2.532 -0.461 -0.017 -0.011 -0.016
C -0.331 -2.956 -2.360 0.080 -0.036 0.085
H -3.609 1.828 2.537 0.002 -0.011 -0.003
H -3.466 3.186 1.430 -0.002 0.000 0.000
H 0.604 0.336 5.061 0.005 -0.003 0.008
C -0.217 -3.332 3.260 -0.011 -0.064 0.060
C -2.012 -4.781 -2.684 0.019 0.002 0.003
C -0.131 3.033 -3.718 -0.023 0.009 0.001
C -1.635 -3.553 -2.062 0.012 0.043 -0.062
N -0.262 5.579 1.304 -0.017 0.020 0.013
H 3.022 -1.017 -2.382 -0.003 -0.003 -0.002
H -0.802 -1.450 4.128 0.017 -0.013 0.009
C 0.068 -2.107 4.123 -0.032 0.015 -0.012
H 0.633 -5.255 -4.733 0.009 0.004 0.000
N 0.002 1.122 -1.702 -0.111 -0.092 -0.023
O 0.109 -1.972 -1.757 -0.018 -0.218 -0.537
H 3.150 -2.715 1.447 0.000 0.001 -0.007
N -1.618 -6.597 -4.242 0.047 -0.059 0.058
C -3.011 2.239 1.722 -0.006 0.024 0.016
H 3.046 3.756 1.033 -0.001 0.003 0.005
N 1.708 4.690 2.290 0.005 0.015 0.014
H -3.471 -3.597 -1.031 0.004 -0.010 0.028
C -3.694 -1.595 0.232 0.039 0.011 -0.038
As 2.681 -0.629 0.096 0.227 0.013 -0.042
C -1.067 4.684 -2.088 0.014 -0.011 -0.018
H -2.950 -5.256 -2.429 -0.002 -0.004 -0.009
C -1.583 2.503 2.192 -0.007 0.020 -0.045
S -0.717 0.943 2.470 -0.006 -0.022 0.019
C 0.112 5.117 0.106 0.028 0.055 -0.004
H 0.233 5.712 3.292 -0.005 -0.003 0.010
S 1.484 -1.189 3.448 0.088 0.021 -0.034
H 3.377 0.670 -1.985 0.004 0.000 -0.005
H -4.304 -0.361 1.811 -0.011 0.010 -0.016
H 0.716 -3.874 3.081 -0.005 0.004 -0.020
C 4.011 0.359 1.147 0.000 -0.009 -0.010
O -2.682 -7.084 -3.911 -0.028 0.001 -0.030
H 3.887 1.429 0.980 0.010 -0.007 0.004
C 2.091 4.266 1.086 -0.001 0.000 -0.024
H 2.830 -3.122 -0.243 0.005 -0.011 0.006
O -2.526 -1.854 -0.621 -0.079 -0.090 -0.122
S -3.198 1.132 0.291 -0.018 -0.025 -0.003
C 0.447 -3.614 -3.397 -0.001 -0.014 0.015
C -0.530 3.353 -2.426 -0.018 -0.007 0.043
```
Positions in Å, forces in eV/Å.

ΔE to the lowest compared entry with this formula, charge and spin   187.7 kJ/mol
Multiplicity   1

Record 2
Molecular formula: C29H38BF3MoN7O3S6
Method: DFT, wB97M-V/def2-TZVPD

Structure (XYZ):
```
88
Properties=species:S:1:pos:R:3:forces:R:3
C -3.578 -3.490 0.465 0.044 0.084 0.019
O -0.676 -1.080 -2.875 0.038 0.444 0.352
C -5.351 -1.804 0.927 0.078 0.033 0.078
H -3.681 -0.306 -0.882 -0.055 -0.017 0.011
H 2.685 -5.098 0.762 0.008 -0.024 -0.022
B 0.197 -0.237 2.994 0.071 -0.017 -0.267
C -3.446 2.784 -3.253 -0.054 -0.058 0.092
N 2.756 -2.547 1.578 -0.260 0.201 -0.003
C 4.421 -2.332 -0.353 -0.160 0.162 0.096
F 0.092 -2.675 -5.375 -0.142 -0.018 0.067
H 1.971 1.382 4.338 -0.037 0.002 -0.016
H 1.634 5.722 2.579 0.028 0.035 -0.014
C 2.107 -1.357 1.531 -0.170 -0.181 0.344
H 3.833 -4.946 -0.570 0.020 0.012 0.017
H 5.738 -4.070 1.055 -0.018 -0.038 0.004
H -0.588 5.891 0.463 0.013 0.002 -0.002
C 4.911 -3.694 1.654 -0.048 0.044 0.029
C -1.169 2.106 -3.044 -0.263 0.213 -0.172
S 2.386 -0.026 0.453 0.094 0.118 -0.476
H 1.676 5.063 -0.941 -0.032 -0.002 0.030
S 0.171 -2.275 -2.771 -0.075 -0.826 -1.015
C 1.764 3.078 2.950 0.129 -0.057 0.153
C 1.275 -2.517 3.212 -0.074 -0.074 0.025
Mo 0.495 -0.006 -1.123 0.371 -0.251 0.031
H -2.883 -1.779 -1.454 0.077 0.044 -0.015
H -4.266 -3.999 -0.209 0.004 -0.014 -0.004
H -3.692 -3.916 1.463 -0.018 0.010 -0.004
O -0.467 -3.513 -2.496 0.053 -0.112 -0.163
C 3.107 -4.404 0.036 -0.057 0.094 0.018
H 2.387 3.866 3.326 -0.041 -0.007 -0.058
H -4.452 -0.623 2.894 0.010 -0.046 -0.030
N -1.228 -0.530 2.467 -0.158 -0.322 0.109
H -2.563 -3.671 0.113 -0.038 -0.034 -0.006
H 5.279 -2.866 2.261 0.020 -0.014 -0.003
C 0.346 2.016 1.631 0.023 -0.081 0.090
C 0.909 4.433 0.975 -0.095 0.264 -0.186
H -1.239 4.265 0.690 -0.024 0.008 -0.031
C -3.754 -1.393 -0.935 0.047 0.008 0.107
F 1.594 -1.271 -4.696 -0.029 -0.181 -0.085
C -1.654 -1.195 1.381 0.010 0.161 -0.009
H 4.927 -1.471 0.080 0.001 0.066 -0.030
C -2.328 -0.210 3.228 -0.058 0.009 -0.001
H -1.605 4.045 -5.817 -0.032 0.018 0.013
N 1.206 -1.325 2.536 0.377 0.070 -0.061
H 0.645 -2.731 4.057 0.020 0.040 -0.001
C -3.144 3.491 -4.416 0.085 -0.021 -0.033
N -0.051 1.499 -2.493 0.070 0.118 -0.352
H 0.454 3.799 -1.058 -0.045 -0.125 -0.067
H 3.690 -1.998 -1.081 -0.066 0.096 -0.049
H 2.571 -4.252 2.888 -0.023 0.021 -0.053
N 0.669 1.193 2.642 -0.109 0.203 0.045
H -4.462 2.776 -2.880 -0.003 0.005 -0.036
H 2.910 5.105 1.495 0.010 0.053 0.013
H 2.308 -4.051 -0.616 -0.011 -0.014 -0.006
C -0.872 2.819 -4.213 0.179 -0.133 0.135
H -6.001 -2.305 0.213 0.019 -0.013 -0.015
O 1.312 -1.911 -1.892 0.095 0.193 0.372
C 2.221 -3.271 2.626 -0.005 -0.062 0.109
F 1.876 -3.405 -4.396 0.023 0.000 0.051
N -3.001 -1.301 1.439 0.200 0.050 0.083
C 1.560 1.845 3.457 0.026 0.062 0.048
C -3.422 -0.689 2.602 -0.056 0.192 0.063
C 1.880 5.461 1.549 0.020 -0.060 0.045
H 0.138 -0.297 4.188 0.022 -0.013 0.098
C -0.515 4.986 1.066 0.067 -0.095 0.063
C 1.305 4.146 -0.481 -0.010 -0.090 0.165
H -5.529 -2.255 1.904 -0.026 0.024 0.004
C 1.045 1.702 -3.196 -0.243 0.288 0.110
H 5.163 -2.930 -0.883 -0.009 -0.045 0.088
H 1.808 6.369 0.953 -0.022 -0.007 -0.016
C -2.474 2.085 -2.563 0.123 -0.086 0.046
H 2.097 3.397 -0.529 0.018 0.004 -0.039
N 0.999 3.190 1.809 -0.087 -0.256 -0.077
S 0.834 2.677 -4.600 -0.124 -0.053 0.108
S -0.648 -1.833 0.124 -0.062 0.181 0.248
H -4.635 -1.648 -1.524 0.002 -0.003 0.014
S -0.731 1.608 0.330 0.216 0.199 -0.161
S 2.425 0.978 -2.524 -0.011 -0.277 0.400
C 0.981 -2.427 -4.429 0.091 0.272 0.123
C 3.796 -3.218 0.717 0.228 -0.247 -0.166
C -1.850 3.511 -4.909 -0.046 0.042 -0.077
H -0.769 5.236 2.098 0.013 0.009 -0.011
H -3.926 4.019 -4.943 0.009 0.017 0.000
C -3.905 -1.995 0.470 -0.173 -0.212 -0.272
H 4.585 -4.497 2.314 0.049 0.017 0.000
H -2.241 0.325 4.157 0.022 -0.028 -0.008
H -2.711 1.525 -1.668 -0.034 0.034 -0.008
H -5.630 -0.750 0.952 -0.025 -0.010 0.003
```
Positions in Å, forces in eV/Å.

ΔE to the lowest compared entry with this formula, charge and spin   22.5 kJ/mol
Multiplicity   3
Total charge   +1

- Which of these has the lowest ΔE to the lowest compared entry with this formula, charge and spin?
  C29H38BF3MoN7O3S6